Below is a 2-piece molecular cluster, C3H7FO overall in a non-equilibrium geometry, with properties calculated with the ωB97M-V functional and the def2-TZVPD basis.

Values from the calculation:
- highest occupied orbital energy (eV) = -8.059
- E (a.u.) = -293.46378
- Kohn-Sham gap (eV) = 9.068
- ΔE to the lowest compared entry with this formula, charge and spin (kcal per mole) = 81.56

Geometry as XYZ:
```
12
Properties=species:S:1:pos:R:3:forces:R:3:mulliken_charge:R:1
F -0.04897 0.47702 1.71475 -0.5 0.2 0.1 -0.226
O -0.44688 -1.17709 0.17331 2.4 -0.7 1.2 -0.301
C -1.67290 -0.61320 -0.17015 -1.3 -0.7 -1.3 -0.543
C 1.55495 1.00532 -0.70016 -0.2 -2.8 4.3 -0.821
C 0.48350 -0.39074 0.83143 0.2 2.0 -3.2 0.015
H 0.67912 1.57776 -0.69375 -0.6 1.4 -0.1 0.257
H -2.46963 -1.14185 0.45143 0.8 1.7 -0.4 0.213
H -1.49439 0.45274 -0.21338 -1.1 0.5 0.8 0.304
H 1.31882 -0.83636 1.32894 0.1 -1.1 -0.3 0.307
H 2.39935 1.13898 0.03455 -1.1 0.4 -1.3 0.287
H 1.68141 0.35840 -1.52042 0.4 -0.6 -0.9 0.284
H -1.98437 -0.85096 -1.23655 0.9 -0.2 1.0 0.224
```
Positions in Å, forces in eV/Å.

=====

Below is C3H7FO2 as an isolated structure in a non-equilibrium geometry, with properties calculated with the ωB97M-V functional and the def2-TZVPD basis.

Values from the calculation:
- highest occupied orbital energy (eV) = -9.435
- E (a.u.) = -368.75862
- Kohn-Sham gap (eV) = 10.385
- ΔE to the lowest compared entry with this formula, charge and spin (kcal per mole) = 43.45

Geometry as XYZ:
```
13
Properties=species:S:1:pos:R:3:forces:R:3:mulliken_charge:R:1
F -0.21077 -0.47117 -1.86437 -0.2 0.5 0.6 -0.299
O 2.08979 0.29508 0.78406 0.0 -1.5 1.4 -0.472
O -0.48424 0.40971 0.30171 -1.1 -1.3 -1.5 -0.249
C 1.59968 -0.84953 0.18457 -1.6 -1.5 -1.5 -0.403
C -0.18897 -0.67689 -0.50375 4.8 0.1 2.5 0.176
C -1.76409 1.05428 0.19096 -0.2 -1.4 2.7 -0.719
H 1.53434 -1.64928 0.98888 0.0 0.9 -1.1 0.262
H -0.62032 -1.65539 -0.30924 -0.7 0.3 0.1 0.309
H -2.59385 0.63565 0.87946 1.5 0.3 -0.9 0.219
H 1.93836 1.01391 0.22452 -0.3 1.9 -1.4 0.300
H -1.44915 1.98880 0.55573 -0.6 1.6 0.2 0.248
H 2.29401 -1.16473 -0.65844 -1.1 0.1 0.7 0.278
H -2.14478 1.06956 -0.77410 -0.4 0.2 -1.9 0.351
```
Positions in Å, forces in eV/Å.

=====

Below is one molecule with the formula C3H7FO2 in a non-equilibrium geometry, with properties calculated with the ωB97M-V functional and the def2-TZVPD basis.

Values from the calculation:
- highest occupied orbital energy (alpha / beta) (eV) = -3.705 / -11.001
- E (a.u.) = -368.54118
- multiplicity = 3
- Kohn-Sham gap (alpha / beta) (eV) = 4.566 / 8.167
- ΔE to the lowest compared entry with this formula, charge and spin (kcal per mole) = 53.52

Geometry as XYZ:
```
13
Properties=species:S:1:pos:R:3:forces:R:3:lowdin_spin:R:1
F 1.70444 0.17258 0.66544 -2.4 0.4 -0.1 0.086
O -0.23347 -0.72108 -0.19568 0.1 0.4 -0.4 0.124
O -0.56925 1.80305 -1.54602 0.3 -0.1 2.2 0.217
C -0.40754 -2.09120 0.31608 0.8 -0.6 -2.3 0.083
C 0.18223 1.92697 -0.37995 0.7 8.0 -4.4 0.677
C 0.26552 0.27513 0.54059 0.9 -8.0 3.2 0.608
H -0.57157 0.86455 -1.70147 -0.1 -1.2 -1.0 0.019
H 0.44777 -2.29609 0.90080 0.5 -0.2 1.3 0.006
H -1.38550 -2.20157 0.72814 -0.4 0.0 0.7 0.005
H -0.28460 -2.79475 -0.55392 -0.4 0.8 0.6 0.008
H -0.19363 2.70977 0.23761 -0.4 0.5 0.5 0.042
H -0.22293 0.33576 1.54042 0.6 0.8 -0.4 0.057
H 1.26852 2.01687 -0.55203 -0.3 -0.7 0.2 0.069
```
Positions in Å, forces in eV/Å.

=====

Below is C3H7FO2Pb as an isolated structure in a non-equilibrium geometry, with properties calculated with the ωB97M-V functional and the def2-TZVPD basis.

Values from the calculation:
- highest occupied orbital energy (alpha / beta) (eV) = -13.433 / -14.174
- net charge = +1
- E (a.u.) = -561.07932
- multiplicity = 2
- Kohn-Sham gap (alpha / beta) (eV) = 8.050 / 7.696
- ΔE to the lowest compared entry with this formula, charge and spin (kcal per mole) = 59.24

Geometry as XYZ:
```
14
Properties=species:S:1:pos:R:3:forces:R:3:lowdin_spin:R:1
Pb -1.55895 0.62532 1.94334 1.6 -1.9 -0.9 0.137
F -2.43998 2.01652 2.81026 -2.7 4.4 2.6 0.124
O 0.43554 0.51370 0.08135 0.1 0.8 -0.6 0.004
O -0.86899 -1.03972 0.92941 -2.2 -2.0 -3.0 0.506
C -0.03468 -0.71237 -0.46685 3.5 1.8 6.1 -0.003
C 0.55674 -1.91873 0.17748 1.9 0.3 -6.5 0.088
C 0.39220 1.65372 -0.76867 0.2 -0.1 -0.8 0.002
H 1.09349 -1.86869 1.14513 -1.6 -0.5 0.2 0.029
H 0.94405 2.45452 -0.26959 -0.2 -0.2 -0.2 0.001
H -0.04383 -0.61570 -1.55999 -1.4 -0.1 0.0 0.005
H 0.88004 1.39738 -1.72046 -0.1 0.4 0.2 0.000
H 1.43459 -2.28424 -0.37746 0.3 -0.1 -0.8 0.063
H -0.14327 -2.16506 -0.95003 0.3 -2.9 3.7 0.045
H -0.64696 1.94335 -0.97392 0.1 0.2 0.0 0.001
```
Positions in Å, forces in eV/Å.

=====

Below is C3H7FO2Pt as an isolated structure in a non-equilibrium geometry, with properties calculated with the ωB97M-V functional and the def2-TZVPD basis.

Values from the calculation:
- highest occupied orbital energy (alpha / beta) (eV) = -13.916 / -14.359
- net charge = +1
- E (a.u.) = -487.39328
- multiplicity = 4
- Kohn-Sham gap (alpha / beta) (eV) = 8.945 / 6.828
- ΔE to the lowest compared entry with this formula, charge and spin (kcal per mole) = 89.02

Geometry as XYZ:
```
14
Properties=species:S:1:pos:R:3:forces:R:3:lowdin_spin:R:1
Pt 1.34793 0.21321 -0.02698 -8.5 3.6 1.1 1.566
F 2.85938 -0.40918 -0.15064 10.9 -4.7 -1.1 0.384
O -0.08034 1.20880 0.40756 1.9 3.7 -1.8 0.567
O -0.69986 -0.81794 -0.27391 -0.1 0.0 -0.4 0.192
C -1.75422 1.01760 0.93557 -5.5 -2.7 -3.3 0.106
C -1.39348 0.41937 -0.38058 -1.0 -3.1 4.8 0.037
C -0.77100 -1.69497 -1.39293 -0.4 -0.4 -1.0 0.007
H -2.13897 0.30692 -1.17770 0.5 0.5 -0.6 0.007
H -1.44341 0.58179 1.90761 1.2 1.2 -0.3 0.027
H -0.40252 -2.67038 -1.06430 -0.1 0.3 -0.1 0.002
H -2.21575 1.63129 -0.23918 1.7 2.0 2.9 0.043
H -0.16879 -1.30378 -2.22364 -0.1 -0.2 0.2 0.003
H -1.81976 -1.76785 -1.71466 0.3 -0.2 0.1 0.002
H -2.82863 0.92669 1.15806 -1.0 0.1 -0.5 0.058
```
Positions in Å, forces in eV/Å.

=====

Below is C3H7HoO3 as an isolated structure in a non-equilibrium geometry, with properties calculated with the ωB97M-V functional and the def2-TZVPD basis.

Values from the calculation:
- highest occupied orbital energy (alpha / beta) (eV) = -16.987 / -17.008
- net charge = +2
- E (a.u.) = -1291.58003
- multiplicity = 5
- Kohn-Sham gap (alpha / beta) (eV) = 6.858 / 7.022
- ΔE to the lowest compared entry with this formula, charge and spin (kcal per mole) = 0.00

Geometry as XYZ:
```
14
Properties=species:S:1:pos:R:3:forces:R:3:lowdin_spin:R:1
Ho 0.98276 0.99554 1.77705 -1.6 0.1 -2.1 4.039
O -0.59222 2.05472 0.87139 1.4 -0.3 1.1 -0.017
O 2.28446 0.86431 -0.07680 -3.4 -0.6 -2.4 -0.008
O -0.33030 -0.40336 0.40915 2.3 1.0 1.2 -0.009
C -1.06814 1.61782 -0.25526 -0.5 -1.4 -1.4 0.001
C -0.66804 0.36451 -0.73571 -1.8 1.2 0.9 -0.006
C -0.44639 -1.81818 0.33418 -0.2 -1.2 0.2 0.000
H 1.53730 0.67156 -1.09140 2.0 0.8 3.5 0.001
H 2.99075 0.21422 -0.14672 0.6 -0.2 -0.4 0.000
H -1.45043 -2.07035 0.69823 0.3 -0.2 -0.4 0.000
H -1.35314 -0.15969 -1.40744 0.6 0.1 -0.2 0.000
H -0.24612 -2.18768 -0.67941 -0.2 0.2 0.3 0.000
H 0.30514 -2.24357 1.00703 -0.2 -0.1 -0.1 0.000
H -1.94562 2.10014 -0.70429 0.8 0.6 -0.2 0.000
```
Positions in Å, forces in eV/Å.

=====

Below is one molecule with the formula C3H7I2OP in a non-equilibrium geometry, with properties calculated with the ωB97M-V functional and the def2-TZVPD basis.

Values from the calculation:
- highest occupied orbital energy (eV) = -9.689
- SMILES string = CCCP(=O)(I)I
- E (a.u.) = -1130.53231
- Kohn-Sham gap (eV) = 8.902
- ΔE to the lowest compared entry with this formula, charge and spin (kcal per mole) = 0.00

Geometry as XYZ:
```
14
Properties=species:S:1:pos:R:3:forces:R:3:mulliken_charge:R:1
I -3.27339 0.16533 2.34578 0.3 0.0 -0.2 -0.005
I -1.41777 3.00219 0.35235 0.0 -0.5 0.4 -0.055
P -2.04816 0.59107 0.28802 2.7 0.9 1.8 0.473
O -2.80341 0.44517 -0.90862 -2.0 -0.8 -2.6 -0.565
C 1.94632 -0.69588 -0.38945 -0.8 0.8 1.4 -1.316
C 0.66010 0.18787 -0.59386 2.5 -0.3 0.1 -0.183
C -0.42707 -0.37372 0.31699 -1.8 -0.2 0.3 -0.639
H -0.14765 -0.31200 1.39108 0.2 -0.2 -0.7 0.391
H -0.78575 -1.43419 0.09861 0.6 1.2 0.1 0.345
H 0.94379 1.20726 -0.22462 -0.6 -0.7 -0.7 0.215
H 1.88591 -1.51885 -1.01821 0.1 -1.5 -1.6 0.376
H 0.62266 0.11291 -1.71564 -1.3 0.7 1.2 0.246
H 1.94588 -1.17129 0.57893 0.1 0.2 0.7 0.369
H 2.89854 -0.20587 -0.52136 0.1 0.4 -0.2 0.348
```
Positions in Å, forces in eV/Å.

=====

Below is an isolated ion of composition C3H7IN and charge +1 in a non-equilibrium geometry, with properties calculated with the ωB97M-V functional and the def2-TZVPD basis.

Values from the calculation:
- highest occupied orbital energy (eV) = -13.953
- net charge = +1
- SMILES string = C[N@H+]1C[C@@H]1I
- E (a.u.) = -470.60298
- Kohn-Sham gap (eV) = 10.025
- ΔE to the lowest compared entry with this formula, charge and spin (kcal per mole) = 62.94

Geometry as XYZ:
```
12
Properties=species:S:1:pos:R:3:forces:R:3:mulliken_charge:R:1
I 3.56615 -0.01925 -0.05248 -0.6 -0.2 0.0 0.256
N 0.50998 0.09473 0.42605 -0.5 0.2 0.0 -0.161
C 1.54112 -0.16582 -0.59823 -1.4 -2.8 2.9 -0.458
C 0.40882 -1.33889 0.03854 2.7 3.3 -1.5 -0.263
C -0.75156 0.93848 0.13636 2.5 -0.9 -0.2 -0.761
H -0.44464 -1.54203 -0.63284 0.7 -0.4 0.8 0.309
H -1.42660 0.50316 0.85434 -1.0 -0.1 -0.5 0.353
H 0.83543 -1.80391 0.91794 -0.4 -1.5 -0.8 0.281
H 0.91056 0.07811 1.38730 -0.6 1.0 -0.8 0.402
H -0.48278 1.91323 0.50531 -0.2 0.7 -0.5 0.344
H 1.37183 0.25856 -1.53974 -0.7 0.3 -1.2 0.381
H -0.86861 0.81320 -0.99193 -0.5 0.4 1.8 0.318
```
Positions in Å, forces in eV/Å.